{"formula": "C4H12O2PSi", "method": "ωB97M-V/def2-TZVPD", "total_energy_ha": -941.061035, "charge": -1, "orbital_gap_ev": 8.16, "homo_ev": -4.265, "relative_energy_ev": 0.000, "elements": ["C", "C", "C", "C", "O", "O", "Si", "P", "H", "H", "H", "H", "H", "H", "H", "H", "H", "H", "H", "H"], "positions_angstrom": [[1.82, 1.07, 1.53], [1.05, -1.28, -0.25], [1.13, 1.52, -1.40], [-2.63, -1.58, 0.12], [-3.68, 0.72, -0.74], [-0.89, 0.78, 0.63], [0.58, 0.54, 0.17], [-3.15, 0.20, 0.53], [2.86, 1.01, 1.19], [1.64, 2.10, 1.84], [1.73, 0.44, 2.41], [2.10, -1.50, -0.02], [0.44, -1.98, 0.32], [0.90, -1.50, -1.30], [2.03, 1.11, -1.85], [0.35, 1.50, -2.15], [1.32, 2.57, -1.16], [-2.00, -1.98, 0.91], [-2.07, -1.56, -0.81], [-3.52, -2.19, 0.01]]}

{"formula": "C5H9NO2Si", "method": "ωB97M-V/def2-TZVPD", "total_energy_ha": -690.489443, "smiles": "Cn1c(O)cc([SiH3])c1O", "orbital_gap_ev": 7.36, "homo_ev": -6.780, "relative_energy_ev": 5.272, "elements": ["C", "C", "C", "C", "C", "N", "O", "O", "Si", "H", "H", "H", "H", "H", "H", "H", "H", "H"], "positions_angstrom": [[0.39, -0.39, 1.42], [-0.78, -0.33, 0.70], [1.46, 0.00, 0.67], [-0.22, 0.18, -0.98], [2.09, 0.93, -1.50], [1.10, 0.24, -0.67], [2.77, -0.18, 0.96], [-0.74, 0.75, -2.07], [-2.54, -0.58, 1.06], [0.65, -0.71, 2.46], [2.19, 1.99, -1.36], [3.06, 0.45, -1.49], [1.92, 0.73, -2.54], [3.00, -0.87, 1.54], [-1.31, 0.08, -2.36], [-3.18, -1.77, 0.67], [-3.10, 0.48, 0.41], [-2.80, -0.35, 2.64]]}